A structure of composition C60H56O3P3SiZr. Source: the OMol25 dataset; level of theory: wB97M-V/def2-TZVPD.

```
124
Properties=species:S:1:pos:R:3:forces:R:3
Zr -0.251952 0.237309 -0.391740 0.555 0.237 -0.787
C -0.948962 0.149342 -6.854079 -0.014 -0.021 -0.074
C 0.310065 -0.234565 -6.417885 0.036 -0.004 0.001
C 0.769588 0.168239 -5.170214 0.024 0.146 -0.032
C -0.028988 0.956786 -4.342931 -0.046 0.010 -0.069
C -1.299647 1.332766 -4.787556 0.018 -0.025 -0.002
C -1.751189 0.933911 -6.034876 -0.081 -0.004 -0.033
P 0.559657 1.544316 -2.717180 -0.157 -0.042 0.217
C -0.141451 3.214690 -2.673212 0.101 0.038 -0.123
C 0.366345 4.326402 -3.341929 0.016 -0.061 -0.031
C -0.367760 5.500133 -3.384439 -0.028 0.045 -0.029
C -1.610519 5.580014 -2.764616 -0.023 0.079 -0.031
C -2.120981 4.481666 -2.090651 -0.026 -0.002 0.021
C -1.380282 3.308204 -2.050266 -0.080 0.113 -0.093
C 2.373770 1.541116 -2.823122 -0.014 -0.082 0.055
C 2.995649 2.196111 -3.886437 -0.005 -0.061 -0.038
C 4.378421 2.224988 -3.981096 0.034 0.024 -0.034
C 5.150432 1.595624 -3.012999 0.062 0.023 -0.030
C 4.534920 0.934423 -1.959983 0.034 -0.069 0.089
C 3.142962 0.876361 -1.849161 0.031 0.033 0.058
Si 2.368324 0.045942 -0.337716 -0.039 -0.161 0.172
C 3.099370 0.929658 1.159675 -0.099 0.001 -0.109
C 4.353040 0.642758 1.705577 0.173 -0.195 -0.042
C 4.953138 1.487522 2.625299 0.040 0.073 0.068
C 4.330643 2.676880 2.989233 0.020 -0.031 0.003
C 3.098907 2.998275 2.445277 0.040 0.011 0.050
C 2.463388 2.112334 1.571313 -0.008 0.047 -0.051
P 0.927833 2.622033 0.733714 -0.179 -0.080 0.086
C 1.497182 4.094295 -0.180768 0.086 0.095 0.036
C 2.742617 4.028937 -0.810626 0.056 0.033 0.036
C 3.265063 5.144713 -1.444315 0.046 0.016 -0.022
C 2.562220 6.342165 -1.440532 0.026 0.059 -0.013
C 1.334971 6.417458 -0.798781 0.010 0.043 0.026
C 0.799289 5.300698 -0.173334 0.002 0.012 0.017
C -0.240898 3.309245 1.969941 0.107 -0.022 0.085
C 0.041715 3.424832 3.332157 0.033 -0.115 0.007
C -0.889886 3.970478 4.205718 -0.021 0.017 0.047
C -2.113434 4.423770 3.731691 0.004 0.011 0.065
C -2.405473 4.314996 2.378820 -0.088 0.022 -0.050
C -1.481509 3.751798 1.510370 -0.067 0.005 -0.060
C 2.354895 -1.860142 -0.113478 -0.018 0.049 -0.015
C 3.140120 -2.561718 0.807403 0.227 0.089 0.131
C 2.922729 -3.906401 1.067613 0.087 -0.076 0.036
C 1.889267 -4.601587 0.440804 -0.044 -0.020 -0.023
C 1.091318 -3.945850 -0.479244 -0.025 0.030 0.005
C 1.315346 -2.591588 -0.742665 0.180 -0.162 -0.277
P 0.739551 -1.704526 -2.195673 0.089 0.502 0.187
C 1.785061 -2.393793 -3.497614 0.173 -0.119 -0.039
C 1.437451 -3.642249 -4.022345 0.022 0.026 0.064
C 2.283613 -4.278965 -4.918257 -0.058 -0.031 0.012
C 3.483209 -3.685139 -5.280092 0.095 0.000 -0.066
C 3.845738 -2.459968 -4.736526 0.071 0.018 -0.005
C 3.006072 -1.815217 -3.841686 -0.041 -0.195 -0.084
C -0.982672 -1.848738 -2.700184 -0.041 -0.015 -0.098
C -1.390771 -2.032003 -4.018394 -0.052 0.010 0.081
C -2.715732 -1.814104 -4.372594 0.046 -0.039 -0.112
C -3.646038 -1.368653 -3.442900 -0.064 0.060 0.040
C -3.247679 -1.147218 -2.135439 -0.064 0.008 -0.043
C -1.918839 -1.366630 -1.775007 -0.245 -0.095 0.345
H -1.298499 -0.143274 -7.838074 0.030 0.019 0.074
H 0.952426 -0.830716 -7.055786 -0.027 0.027 0.025
H 1.766800 -0.112869 -4.869488 -0.054 0.108 -0.040
H -1.934961 1.965631 -4.183621 -0.013 0.025 0.034
H -2.729305 1.252758 -6.376969 0.063 -0.016 0.019
H 1.334700 4.287234 -3.822855 -0.052 0.022 0.019
H 0.028009 6.361885 -3.909607 -0.018 -0.059 0.040
H -2.179996 6.501362 -2.813498 0.034 -0.076 0.006
H -3.093287 4.535375 -1.613529 0.037 0.009 -0.033
H -1.815789 2.430972 -1.574783 -0.020 -0.122 0.081
H 2.404561 2.669582 -4.660909 0.003 -0.041 0.001
H 4.852697 2.737364 -4.810258 -0.032 -0.038 0.051
H 6.232571 1.616303 -3.083767 -0.086 0.001 0.016
H 5.160723 0.453637 -1.212586 -0.060 0.021 -0.050
H 4.905920 -0.240643 1.393066 -0.101 0.133 0.023
H 5.925771 1.238687 3.034529 -0.071 0.014 -0.026
H 4.814968 3.359962 3.677290 -0.029 -0.046 -0.056
H 2.650186 3.955874 2.682426 0.004 -0.034 -0.020
H 3.335060 3.123480 -0.775840 -0.044 0.076 0.018
H 4.238647 5.085734 -1.918052 -0.057 0.000 0.039
H 2.982670 7.221321 -1.915850 -0.032 -0.062 0.033
H 0.793387 7.355898 -0.768704 0.029 -0.055 -0.003
H -0.149333 5.400404 0.335050 0.037 -0.026 -0.009
H 0.983627 3.075540 3.734016 -0.024 0.005 -0.013
H -0.649969 4.052556 5.260067 -0.019 -0.004 -0.088
H -2.831731 4.865794 4.411828 0.042 -0.025 -0.040
H -3.352472 4.683134 1.996647 0.074 -0.033 0.034
H -1.723410 3.685359 0.455891 0.015 0.003 0.032
H 3.938111 -2.060146 1.346666 -0.134 -0.070 -0.096
H 3.567361 -4.427876 1.766826 -0.052 0.054 -0.028
H 1.726787 -5.650214 0.663031 0.016 0.068 -0.043
H 0.300488 -4.473581 -0.998455 0.005 -0.031 -0.001
H 0.522069 -4.136965 -3.721171 -0.053 0.024 -0.022
H 2.010355 -5.244668 -5.325270 -0.007 0.047 0.024
H 4.144065 -4.184033 -5.979217 -0.042 0.031 0.045
H 4.791626 -2.006180 -5.008570 -0.060 -0.018 0.021
H 3.300079 -0.863421 -3.430044 0.032 0.009 0.018
H -0.683263 -2.321512 -4.778737 0.060 -0.074 -0.011
H -3.022630 -1.993336 -5.397089 0.020 0.013 0.079
H -4.676012 -1.209820 -3.737452 0.045 -0.008 0.030
H -3.970807 -0.845448 -1.388475 0.003 -0.030 -0.036
H -1.717917 -1.443865 -0.697850 -0.100 -0.272 0.078
C -3.343856 1.128415 0.564221 0.080 -0.115 -0.038
O -2.005136 0.768963 0.976651 -0.209 0.028 0.066
C -1.991076 0.458259 2.393487 0.373 -0.051 -0.211
C -0.565549 0.108557 2.755870 -0.176 -0.141 -0.191
O 0.014162 -0.730265 1.726584 -0.335 -0.161 0.089
C 0.141115 -2.125745 2.157306 0.076 0.107 0.210
C -1.188389 -2.831587 2.278917 0.064 0.158 -0.090
O -1.915839 -2.590325 1.095038 -0.045 0.025 -0.046
C -3.087606 -3.402803 0.984974 0.032 0.043 0.030
H -4.012456 0.289313 0.753269 -0.027 -0.030 0.025
H -3.669557 2.000582 1.122805 -0.002 0.093 0.056
H -3.327193 1.355115 -0.496852 0.020 0.003 -0.079
H -2.663348 -0.379801 2.540132 -0.159 -0.170 0.046
H -2.342624 1.324892 2.951998 0.056 0.096 0.065
H -0.520480 -0.393061 3.717719 -0.051 -0.105 0.088
H 0.056948 0.979394 2.814366 0.226 0.415 0.048
H 0.666647 -2.115222 3.111680 0.015 -0.036 0.037
H 0.767908 -2.603901 1.425561 -0.143 0.035 0.078
H -1.750755 -2.515390 3.162128 -0.127 0.095 0.048
H -0.979410 -3.897750 2.406237 0.036 -0.087 0.002
H -3.567968 -3.148285 0.043510 -0.013 -0.010 -0.010
H -2.826051 -4.461686 0.978625 0.028 -0.031 0.007
H -3.776149 -3.209502 1.810944 0.001 0.011 0.016
```
Positions in Å, forces in eV/Å.

Summary:
Molar mass   1037.3 g/mol
E_HOMO   -0.56880 Eh
Net charge   +3
2S+1   1
Lowest unoccupied orbital energy   -8.414 eV

Here are the Löwdin charges for atoms 1 to 8, given in e: 1.3120, -0.0494, -0.0487, -0.1019, -0.3383, -0.0782, -0.0598, 1.0119